[1]
C8H18O5S2 | ωB97M-V with the def2-TZVPD basis set

Geometry as ORCA input:
```
! RIJCOSX wB97M-V def2-TZVPD def2/J DEFGRID3
* xyz -1 2
C 1.791 0.577 0.614
C 0.711 0.594 -0.503
C 0.702 -0.619 -1.384
O -0.662 -0.870 -1.280
C -1.234 -0.438 -0.137
O -2.373 -0.713 0.314
O -0.583 0.685 0.087
H 2.690 0.202 0.126
H 1.506 -0.232 1.286
H 1.868 1.510 1.173
H 0.851 1.531 -1.042
H 1.237 -1.457 -0.936
H 0.960 -0.296 -2.392
C 6.354 -1.371 0.713
S 5.028 -1.848 -0.549
O 3.720 -1.927 0.212
C 4.959 -0.304 -1.460
H 7.227 -1.658 0.126
H 6.161 -2.080 1.517
H 6.214 -0.358 1.091
H 4.425 -0.460 -2.397
H 5.919 0.139 -1.725
H 4.525 0.551 -0.941
C -6.099 2.175 0.089
S -7.272 0.894 0.828
O -7.631 0.088 -0.451
C -6.056 -0.183 1.715
H -5.592 1.755 -0.780
H -5.251 2.371 0.745
H -6.757 2.994 -0.201
H -5.580 0.269 2.585
H -5.245 -0.374 1.012
H -6.510 -1.146 1.945
*
```

For the HOMO-LUMO gap (spin up / spin down), the calculation gives 1.607 / 8.398 eV.

[2]
C8H19HgNO4PS2Te | ωB97M-V with the def2-TZVPD basis set

Geometry as ORCA input:
```
! RIJCOSX wB97M-V def2-TZVPD def2/J DEFGRID3
* xyz 0 2
Hg -1.792 0.574 2.136
C -3.236 -1.170 -1.123
O -3.145 -1.601 0.230
H -3.388 -2.010 -1.810
H -2.347 -0.604 -1.428
H -4.088 -0.500 -1.192
H -2.325 -2.090 0.340
S -3.561 2.456 -0.296
C -2.031 2.981 -0.604
N -1.326 2.754 -1.718
C 0.000 3.331 -1.856
C 0.437 3.762 -0.452
S -1.087 3.915 0.530
H -1.736 2.179 -2.435
H -0.025 4.186 -2.534
H 0.686 2.588 -2.260
H 0.948 4.721 -0.467
H 1.073 3.019 0.017
C 0.009 -3.470 2.521
C 0.273 -3.249 1.051
O -0.062 -1.870 0.753
P 0.641 -1.084 -0.445
O 0.150 0.296 -0.514
Te 0.411 -2.409 -2.455
O 2.193 -1.272 -0.170
C 2.824 -0.441 0.851
C 3.393 0.817 0.239
H 0.222 -4.509 2.779
H -1.032 -3.253 2.760
H 0.641 -2.820 3.127
H -0.348 -3.899 0.436
H 1.319 -3.443 0.808
H 3.608 -1.061 1.276
H 2.101 -0.213 1.635
H 4.127 0.571 -0.530
H 3.880 1.415 1.012
H 2.594 1.401 -0.214
*
```

For the HOMO-LUMO gap (spin up / spin down), the calculation gives 7.690 / 4.680 eV.

[3]
C8H19IN2O | ωB97M-V with the def2-TZVPD basis set

Geometry as ORCA input:
```
! RIJCOSX wB97M-V def2-TZVPD def2/J DEFGRID3
* xyz 2 1
C -4.127 2.208 -0.902
C -3.112 1.477 1.582
C 3.478 -0.274 0.788
C 3.452 -2.419 -0.515
C 0.659 0.213 -0.386
C -0.795 -0.055 0.018
C 1.393 -1.141 -0.219
C -3.131 0.858 0.190
N -1.709 0.942 -0.525
N 2.850 -0.978 -0.388
O -3.376 2.982 -1.301
I -4.003 -1.013 0.045
H -5.147 1.995 -1.343
H -2.703 2.441 1.305
H -2.495 0.945 2.321
H -4.123 1.437 1.836
H 2.928 0.603 0.803
H 3.300 -0.896 1.654
H 4.554 -0.178 0.472
H 4.544 -2.371 -0.383
H 2.925 -3.090 0.091
H 3.247 -2.609 -1.574
H 1.069 0.889 0.367
H 0.721 0.418 -1.395
H -1.054 0.056 1.106
H -1.200 -1.080 -0.176
H 1.149 -1.534 0.811
H 0.853 -1.799 -0.912
H -1.250 1.795 -0.589
H -2.010 0.702 -1.483
H 3.113 -0.521 -1.296
*
```

For the HOMO-LUMO gap, the calculation gives 9.632 eV. The calculation puts the energy relative to the best compared isomer or geometry (same formula, charge and spin) at 16.3 kcal/mol.

[4]
C8H19INP | ωB97M-V with the def2-TZVPD basis set

Geometry as ORCA input:
```
! RIJCOSX wB97M-V def2-TZVPD def2/J DEFGRID3
* xyz 0 3
C -0.447 -2.339 -0.463
C 1.810 -1.885 -1.202
C 1.218 -1.630 1.248
C 0.543 1.787 1.741
C -0.631 2.815 -0.258
C -1.746 0.971 0.997
C 0.722 -1.458 -0.160
C -0.435 1.572 0.558
N -1.026 0.019 -2.722
P 0.600 0.418 -0.612
I -2.615 1.188 -3.052
H -1.387 -2.009 0.269
H -0.751 -2.352 -1.562
H -0.106 -3.297 -0.117
H 2.849 -1.729 -0.735
H 1.607 -1.281 -2.109
H 1.666 -3.080 -1.166
H 0.382 -1.915 1.912
H 2.083 -2.381 1.340
H 1.626 -0.739 1.711
H 1.480 2.135 1.515
H 0.002 2.551 2.499
H 0.750 0.814 2.451
H -1.251 2.687 -1.225
H 0.405 2.958 -0.733
H -0.916 3.759 0.226
H -2.425 1.652 1.585
H -2.295 0.753 0.045
H -1.489 -0.107 1.497
H -0.223 0.125 -3.476
*
```

For the HOMO-LUMO gap (spin up / spin down), the calculation gives 6.828 / 6.575 eV. The calculation puts the energy relative to the best compared isomer or geometry (same formula, charge and spin) at 9.0 kcal/mol.

[5]
C8H19N3 | ωB97M-V with the def2-TZVPD basis set

Geometry as ORCA input:
```
! RIJCOSX wB97M-V def2-TZVPD def2/J DEFGRID3
* xyz 0 1
C 1.927 1.247 -0.271
C 1.411 -0.159 0.036
C 2.408 -0.903 0.972
C 1.264 -0.828 -1.422
N 0.125 -0.217 0.709
N -0.313 -1.522 0.840
N -1.008 -1.851 -0.403
C -1.978 -0.651 -0.658
C -1.303 0.546 0.138
C -1.171 1.822 -0.697
C -1.961 0.820 1.477
H 1.535 1.625 -1.158
H 1.878 1.965 0.657
H 2.980 1.118 -0.419
H 2.782 -0.331 1.895
H 3.256 -1.286 0.382
H 1.887 -1.712 1.316
H 0.300 -0.522 -1.839
H 2.079 -0.611 -2.070
H 1.112 -1.899 -1.247
H -0.870 -1.721 1.729
H -1.501 -2.793 -0.344
H -2.941 -0.741 -0.327
H -2.104 -0.620 -1.708
H -0.735 2.731 -0.261
H -2.289 2.028 -1.010
H -0.590 1.631 -1.680
H -2.858 1.383 1.391
H -1.198 1.487 1.886
H -2.123 -0.036 2.087
*
```

For the HOMO-LUMO gap, the calculation gives 9.061 eV. The calculation puts the energy relative to the best compared isomer or geometry (same formula, charge and spin) at 69.1 kcal/mol. The SMILES is CC(C)(C)N1NNCC1(C)C.

[6]
C8H19N3O3P | ωB97M-V with the def2-TZVPD basis set

Geometry as ORCA input:
```
! RIJCOSX wB97M-V def2-TZVPD def2/J DEFGRID3
* xyz 1 3
C -0.299 2.007 -0.333
C -1.587 2.017 0.440
C 1.973 -0.211 0.559
C 1.801 1.450 0.890
C 2.437 -2.133 1.778
C 2.094 -0.060 -1.865
C -3.768 -0.274 -1.619
C -1.964 -2.090 -0.192
N 0.798 1.952 0.295
N -1.940 0.529 0.745
N 2.830 1.936 1.529
O -0.937 0.193 -1.476
O 2.608 -0.753 1.655
O 2.692 -0.305 -0.606
P -2.132 -0.296 -0.670
H -0.220 2.286 -1.388
H -1.385 2.493 1.456
H -2.335 2.597 -0.073
H 0.890 -0.509 0.415
H 2.761 -2.696 0.943
H 1.407 -2.423 2.119
H 3.040 -2.474 2.741
H 2.847 -0.458 -2.621
H 1.913 1.085 -1.822
H 1.137 -0.644 -2.068
H -3.656 0.230 -2.555
H -4.292 -1.203 -1.784
H -4.686 0.275 -1.136
H -1.157 -2.163 0.442
H -2.841 -2.504 0.198
H -1.888 -2.521 -1.248
H -2.690 0.414 1.446
H 3.028 2.944 1.854
H 3.519 1.309 1.950
*
```

For the HOMO-LUMO gap (spin up / spin down), the calculation gives 7.080 / 5.824 eV.

[7]
C8H19N4 | ωB97M-V with the def2-TZVPD basis set

Geometry as ORCA input:
```
! RIJCOSX wB97M-V def2-TZVPD def2/J DEFGRID3
* xyz 1 1
C -1.300 -0.726 0.383
C 1.768 -1.410 0.590
C -0.155 2.649 0.268
C -3.433 -1.592 1.045
C -3.205 -0.036 -0.909
C 3.241 -0.714 -1.277
C 3.459 0.122 0.985
C -0.368 1.994 -1.042
N -0.353 -0.170 -0.242
N -2.636 -0.738 0.182
N 2.745 -0.737 0.107
N -0.490 0.779 -1.232
H -0.943 -1.468 1.111
H 1.115 -2.056 -0.073
H -0.789 3.486 0.159
H -0.503 1.971 1.089
H 0.855 3.087 0.399
H -3.599 -1.174 2.027
H -4.382 -1.694 0.604
H -3.047 -2.561 1.236
H -2.519 -0.027 -1.717
H -4.212 -0.395 -1.418
H -3.474 1.053 -0.566
H 4.360 -0.504 -1.368
H 3.090 -1.603 -1.887
H 2.557 0.031 -1.805
H 3.943 0.922 0.438
H 2.837 0.657 1.704
H 4.289 -0.508 1.551
H -0.401 2.581 -1.901
H 1.551 -1.219 1.555
*
```

For the HOMO-LUMO gap, the calculation gives 7.224 eV. The calculation puts the energy relative to the best compared isomer or geometry (same formula, charge and spin) at 107.9 kcal/mol.

[8]
C8H19NO | ωB97M-V with the def2-TZVPD basis set

Geometry as ORCA input:
```
! RIJCOSX wB97M-V def2-TZVPD def2/J DEFGRID3
* xyz 1 2
C 1.727 -0.962 -0.429
C 2.615 -0.755 0.866
C -0.052 -1.709 1.246
C -0.632 -2.043 -2.571
C -0.663 -2.133 -1.017
O -1.560 -2.828 -0.571
N 0.199 -1.478 -0.178
H 1.395 -0.026 -0.931
H 2.026 -1.778 -1.019
H 3.117 -1.704 0.782
H 1.926 -0.619 1.601
H -1.003 -2.301 1.356
H -1.503 -2.473 -3.028
H 3.439 -0.082 0.633
H 0.886 -2.294 1.617
H 0.170 -0.727 1.728
H -0.663 -1.099 -3.122
H 0.343 -2.523 -2.834
C -1.181 2.697 -0.036
C -2.270 2.278 0.902
C 0.194 2.686 0.557
H -1.139 2.045 -0.944
H -1.473 3.655 -0.501
H -2.172 2.507 1.961
H 0.385 2.143 1.517
H 0.871 2.048 -0.133
H -2.471 1.189 1.132
H -3.272 2.669 0.571
H 0.762 3.614 0.845
*
```

For the HOMO-LUMO gap (spin up / spin down), the calculation gives 10.704 / 5.720 eV. The calculation puts the energy relative to the best compared isomer or geometry (same formula, charge and spin) at 53.6 kcal/mol.

[9]
C8H19NS | ωB97M-V with the def2-TZVPD basis set

Geometry as ORCA input:
```
! RIJCOSX wB97M-V def2-TZVPD def2/J DEFGRID3
* xyz 0 1
C 1.294 1.199 -2.078
S 1.264 0.435 -0.491
N 1.638 -1.214 -0.898
C 2.612 0.932 0.386
C 2.681 0.872 1.906
C -0.216 -0.011 0.610
C -1.494 -0.372 0.020
C -2.251 -1.146 1.183
C -2.370 0.842 -0.387
C -1.214 -1.332 -1.141
H 0.548 0.669 -2.786
H 1.181 2.179 -1.801
H 1.471 -1.371 -1.953
H 2.535 -1.440 -0.671
H 2.937 1.860 0.064
H 2.073 1.653 2.328
H 2.365 -0.030 2.271
H 3.658 1.228 2.004
H 0.059 -0.822 1.183
H -0.205 0.948 1.255
H -1.652 -2.093 1.456
H -2.274 -0.570 2.105
H -3.175 -1.469 0.958
H -2.028 1.821 0.178
H -3.306 0.636 0.171
H -2.700 0.992 -1.389
H -0.832 -0.607 -1.756
H -0.417 -2.139 -1.086
H -2.185 -1.652 -1.644
*
```

For the HOMO-LUMO gap, the calculation gives 7.953 eV. The calculation puts the energy relative to the best compared isomer or geometry (same formula, charge and spin) at 131.0 kcal/mol. The SMILES is C=[S@@](N)(=CC)CC(C)(C)C.

[10]
C8H19P | ωB97M-V with the def2-TZVPD basis set

Geometry as ORCA input:
```
! RIJCOSX wB97M-V def2-TZVPD def2/J DEFGRID3
* xyz 0 1
C -1.153 -1.353 -1.558
P -0.311 -0.703 -0.254
C -0.725 -1.711 1.216
C 1.717 -0.523 -0.142
C 2.220 -0.214 1.295
C 2.238 0.436 -1.160
C -1.095 0.905 0.381
C -2.554 0.641 0.553
C -0.789 1.939 -0.672
H -1.039 -0.989 -2.575
H -0.875 -2.463 -1.505
H -0.359 -2.666 1.056
H -0.315 -1.119 2.137
H -1.847 -1.643 1.285
H 1.997 -1.561 -0.356
H 3.206 0.107 1.168
H 1.606 0.572 1.796
H 2.193 -1.255 1.925
H 1.738 0.208 -2.200
H 3.374 0.357 -1.369
H 2.161 1.574 -0.933
H -0.752 1.113 1.399
H -2.749 -0.047 -0.303
H -2.889 0.169 1.396
H -3.035 1.671 0.535
H 0.265 2.201 -0.733
H -1.358 2.845 -0.687
H -0.869 1.508 -1.694
*
```

For the HOMO-LUMO gap, the calculation gives 8.188 eV. The calculation puts the energy relative to the best compared isomer or geometry (same formula, charge and spin) at 13.7 kcal/mol. The SMILES is C=P(C)(C(C)C)C(C)C.

[11]
C8H20BaF8NO8PS2 | ωB97M-V with the def2-TZVPD basis set

Geometry as ORCA input:
```
! RIJCOSX wB97M-V def2-TZVPD def2/J DEFGRID3
* xyz 0 1
Ba 28.825 8.251 -3.526
P 30.060 12.049 -6.029
F 29.180 13.087 -7.001
F 30.789 13.333 -5.283
F 28.930 11.998 -4.891
F 30.876 11.003 -5.075
F 29.364 10.672 -6.623
F 31.275 11.934 -7.071
N 25.929 9.225 -1.244
S 24.740 8.627 -0.457
O 23.390 8.992 -0.931
O 24.898 8.190 0.887
F 24.729 7.182 -1.239
S 25.807 10.587 -0.213
O 26.674 10.605 0.958
O 24.609 11.415 -0.213
F 26.679 11.372 -1.272
C 31.853 5.575 -4.462
O 31.829 6.653 -3.599
C 32.927 6.623 -2.718
C 32.859 7.924 -1.776
O 31.593 8.253 -1.306
C 31.567 9.375 -0.374
H 31.506 5.929 -5.432
H 31.250 4.767 -4.046
H 32.900 5.306 -4.603
H 33.912 6.539 -3.179
H 32.826 5.723 -2.112
H 33.334 8.670 -2.413
H 33.396 7.742 -0.844
H 31.962 8.956 0.552
H 30.616 9.855 -0.144
H 32.261 10.112 -0.777
C 28.806 4.303 -1.747
O 28.214 4.700 -3.004
C 27.523 3.684 -3.695
C 26.724 4.061 -4.940
O 27.630 4.909 -5.740
C 27.589 4.796 -7.157
H 29.445 5.086 -1.339
H 29.423 3.416 -1.888
H 28.020 4.168 -1.003
H 26.797 3.187 -3.050
H 28.331 3.007 -3.973
H 25.851 4.660 -4.684
H 26.413 3.326 -5.683
H 26.578 5.114 -7.413
H 27.803 3.850 -7.653
H 28.184 5.581 -7.623
*
```

For the HOMO-LUMO gap, the calculation gives 7.643 eV. The calculation puts the energy relative to the best compared isomer or geometry (same formula, charge and spin) at 181.8 kcal/mol.

[12]
C8H20BaN3OP | ωB97M-V with the def2-TZVPD basis set

Geometry as ORCA input:
```
! RIJCOSX wB97M-V def2-TZVPD def2/J DEFGRID3
* xyz 2 1
N -3.946 -0.496 -2.131
C -3.105 -0.010 -1.323
N -3.360 0.178 0.038
N -1.803 0.508 -1.739
C -0.685 -0.145 -1.002
C 0.497 0.008 -1.917
C 1.683 -0.969 -1.822
C 1.921 -1.592 -0.446
P 2.828 -0.420 0.692
C 1.924 -0.552 2.289
C 0.609 0.207 2.471
C 0.761 1.709 2.316
O -0.397 2.416 2.716
H -3.600 -0.420 -3.081
H -4.346 0.028 0.211
H -2.864 -0.479 0.625
H -1.827 1.478 -1.434
H -0.917 -1.195 -0.858
H -0.483 0.337 -0.053
H 0.866 1.038 -1.867
H 0.015 -0.098 -2.901
H 1.613 -1.770 -2.567
H 2.588 -0.410 -2.061
H 1.028 -2.005 0.013
H 2.599 -2.427 -0.593
H 2.380 0.796 0.125
H 1.793 -1.609 2.502
H 2.628 -0.193 3.036
H 0.274 0.037 3.494
H -0.174 -0.183 1.827
H 1.622 2.028 2.905
H 0.914 2.001 1.283
H -0.631 2.133 3.601
Ba 0.011 0.219 -4.723
*
```

For the HOMO-LUMO gap, the calculation gives 5.302 eV.

The calculation returns the following total energy values, one per record and in order: -1488.0515; -2231.1672; -797.9473; -1009.7777; -480.3341; -1047.1136; -534.8667; -445.7814; -768.8706; -657.4441; -2935.6343; -922.4986 Eh.